Formula: C2H4NP
Source: the Open Molecules 2025 dataset
Level of theory: wB97M-V/def2-TZVPD

Each line ends with the natural charge from an NBO analysis.
Cartesian coordinates (Å):
1 P -0.41591 0.52086 -1.45718  0.906
2 N -1.80892 0.43290 -2.29293  -1.053
3 C -0.26161 -0.36379 0.45948  -0.435
4 C 0.90479 -0.13562 0.94443  -0.395
5 H -1.73515 0.95245 -3.09866  0.358
6 H 1.17093 -0.49161 1.87652  0.208
7 H -0.89243 -1.21037 0.76993  0.215
8 H 1.56751 0.45650 0.33559  0.197

Total charge: 0
Gap between HOMO and LUMO (eV): 8.5
Lowest unoccupied orbital energy (eV): -0.41
Energy relative to the best compared isomer or geometry (same formula, charge and spin) (eV): 1.678